No. 1
2 unconnected molecules or ions with the total composition C3H10N3 at a distorted geometry, computed with ωB97M-V/def2-TZVPD.

Output
Orbital gap (eV): 10.47
Energy (eV): -7736.4980
E_HOMO (eV): -14.1
Relative energy (zero: lowest compared OMol25 entry of this formula, charge and spin) (kcal per mole): 40.74
Total charge: +1

Atoms and positions in Å:
C (-0.5113, -0.3142, -2.6366)
C (0.8492, -0.3623, -2.5860)
H (-0.9962, 0.6772, -2.4881)
H (-1.1746, -1.1617, -2.9330)
H (1.4446, 0.5484, -2.5780)
H (1.3783, -1.2979, -2.7293)
N (-0.4798, -0.8385, 0.5159)
C (-0.0709, 0.1555, 1.2967)
N (0.4235, -0.0850, 2.5328)
N (-0.2316, 1.4657, 0.8510)
H (-0.5417, -0.6434, -0.5010)
H (-0.4386, -1.7690, 0.8867)
H (0.9698, 0.6592, 3.0116)
H (0.4710, -1.0454, 2.9147)
H (-1.1529, 1.5897, 0.4175)
H (0.4533, 1.7727, 0.2565)

Atom charges from the natural (NBO) analysis, given in e for atoms 1 to 6: -0.46 -0.36 0.20 0.23 0.21 0.21

---

No. 2
2 unconnected molecules or ions with the total composition C10H11N3S at a distorted geometry, computed with ωB97M-V/def2-TZVPD.

Output
Orbital gap (alpha / beta) (eV): 7.20 / 8.46
Energy (eV): -25848.8630
E_HOMO (alpha / beta) (eV): -7.4 / -8.8
Relative energy (zero: lowest compared OMol25 entry of this formula, charge and spin) (kcal per mole): 92.61

Atoms and positions in Å:
C (-1.9080, -2.1615, 1.0080)
C (2.9465, 0.6472, -0.0731)
C (1.8207, 1.3560, 0.1926)
C (2.7507, -0.7284, -0.4030)
C (0.6291, -0.5816, 0.1753)
C (-3.1142, 1.2311, 0.4281)
C (-2.1493, 0.2891, 1.2334)
C (-2.8504, 1.0539, -1.0319)
C (-2.1093, -0.9841, 0.3480)
C (4.0252, -1.3668, -0.8495)
N (-1.5767, -3.1671, 1.4827)
N (0.6234, 0.7137, 0.2581)
N (1.6367, -1.3541, -0.1699)
S (-2.7695, -0.8056, -1.2427)
H (3.8311, 1.1577, -0.4997)
H (1.8096, 2.4258, 0.2131)
H (-4.1994, 0.9088, 0.5477)
H (-2.9869, 2.3236, 0.6904)
H (-1.0850, 0.7125, 1.1555)
H (-2.7129, -0.0924, 2.1205)
H (-3.8045, 1.4672, -1.6623)
H (-1.8400, 1.4516, -1.2296)
H (4.2024, -2.0654, -0.1433)
H (3.9650, -1.7297, -1.8411)
H (4.8656, -0.7015, -0.7073)

Atom charges from the natural (NBO) analysis, given in e for atoms 1 to 6: 0.19 -0.33 0.09 0.31 0.53 -0.42

---

No. 3
A molecular structure, C2H5N3O2 at a distorted geometry, computed with ωB97M-V/def2-TZVPD.

Output
Orbital gap (eV): 10.88
Energy (eV): -10719.4746
E_HOMO (eV): -10.1
Relative energy (zero: lowest compared OMol25 entry of this formula, charge and spin) (kcal per mole): 53.86

Atoms and positions in Å:
N (1.9255, -0.1137, -0.0955)
N (0.6280, 0.1099, 0.3195)
C (0.1082, 0.6487, 1.4573)
O (0.5099, 1.2147, 2.4136)
H (2.0372, 0.1634, -1.0669)
H (2.1937, -1.0893, 0.0196)
N (-1.2325, 0.0336, -1.2823)
C (-0.7527, -0.4028, -0.0467)
O (-1.2092, 0.2672, 1.1272)
H (-2.1138, -0.3849, -1.5462)
H (-1.2555, 1.0448, -1.3486)
H (-0.8390, -1.4917, 0.0490)

Atom charges from the natural (NBO) analysis, given in e for atoms 1 to 6: -0.61 -0.34 0.87 -0.57 0.36 0.35

---

No. 4
A molecular structure, C36H27Cl2FNO2PTi, computed with ωB97M-V/def2-TZVPD.

Output
Orbital gap (eV): 7.50
Energy (eV): -103523.6127
E_HOMO (eV): -8.3
Relative energy (zero: lowest compared OMol25 entry of this formula, charge and spin) (kcal per mole): 3.72

Atoms and positions in Å:
Ti (-1.1028, 0.5830, 0.7798)
C (0.6067, -2.5686, 2.7272)
P (-0.4606, -2.0389, 1.3556)
C (-1.8352, -3.2303, 1.4271)
C (-2.0609, -4.2202, 0.4793)
C (-3.1918, -5.0243, 0.5637)
C (-4.1014, -4.8484, 1.5943)
C (-3.8773, -3.8663, 2.5515)
C (-2.7560, -3.0587, 2.4620)
C (0.4591, -2.4507, -0.1582)
C (-0.1427, -2.1906, -1.3927)
C (0.5536, -2.3945, -2.5729)
C (1.8652, -2.8525, -2.5346)
C (2.4697, -3.1084, -1.3151)
C (1.7714, -2.9066, -0.1318)
H (0.8605, -3.6220, 2.6101)
H (0.0623, -2.4318, 3.6607)
H (1.5130, -1.9637, 2.7618)
H (-1.3605, -4.3701, -0.3321)
H (-3.3605, -5.7888, -0.1837)
H (-4.9856, -5.4699, 1.6514)
H (-4.5850, -3.7199, 3.3573)
H (-2.6123, -2.2680, 3.1915)
H (-1.1686, -1.8411, -1.4326)
H (0.0738, -2.1930, -3.5219)
H (2.4152, -3.0040, -3.4543)
H (3.4937, -3.4556, -1.2775)
H (2.2724, -3.0889, 0.8089)
Cl (3.8752, 6.0106, 3.3206)
C (3.3207, 4.5202, 2.6243)
C (1.9731, 4.2119, 2.6699)
C (1.5353, 3.0293, 2.0946)
C (2.4369, 2.1631, 1.4946)
C (3.7942, 2.4829, 1.4790)
C (4.2421, 3.6657, 2.0352)
C (2.0356, 0.8825, 0.8553)
O (2.8151, 0.0390, 0.5006)
O (0.7089, 0.6923, 0.7147)
H (1.2770, 4.8917, 3.1404)
H (0.4818, 2.7937, 2.1344)
H (4.4851, 1.7966, 1.0097)
H (5.2896, 3.9305, 2.0159)
F (-1.7104, 1.2163, 2.2991)
N (-9.8688, -3.9952, -0.8175)
C (-8.8522, -3.4734, -0.6981)
C (-7.5723, -2.8259, -0.5465)
C (-6.6405, -2.8883, -1.5788)
C (-5.4122, -2.2719, -1.4316)
C (-5.1028, -1.5894, -0.2532)
C (-6.0452, -1.5308, 0.7760)
C (-7.2750, -2.1436, 0.6306)
C (-3.8136, -0.9881, -0.0902)
C (-2.7170, -0.4792, 0.0399)
H (-6.8821, -3.4197, -2.4891)
H (-4.6785, -2.3209, -2.2243)
H (-5.7993, -1.0049, 1.6883)
H (-8.0078, -2.1011, 1.4247)
Cl (3.3806, 5.1511, -2.4074)
C (1.9500, 4.2650, -1.9556)
C (0.9217, 4.9121, -1.2991)
C (-0.2008, 4.1871, -0.9202)
C (-0.3145, 2.8250, -1.1826)
C (-1.5014, 2.0455, -0.7047)
C (0.7295, 2.2106, -1.8763)
C (1.8578, 2.9143, -2.2589)
H (1.0019, 5.9676, -1.0765)
H (-0.9997, 4.6955, -0.3919)
H (-1.9907, 1.5248, -1.5291)
H (-2.2473, 2.7064, -0.2521)
H (0.6781, 1.1496, -2.0973)
H (2.6691, 2.4204, -2.7759)

Atom charges from the Mulliken analysis, given in e for atoms 1 to 6: -0.07 -1.69 0.90 0.73 -0.12 -0.81

---

No. 5
2 unconnected molecules or ions with the total composition C5H16NO2 at a distorted geometry, computed with ωB97M-V/def2-TZVPD.

Output
Orbital gap (eV): 11.19
Energy (eV): -11020.8254
E_HOMO (eV): -14.3
Relative energy (zero: lowest compared OMol25 entry of this formula, charge and spin) (kcal per mole): 70.45
Total charge: +1

Atoms and positions in Å:
C (2.1161, -0.7631, -0.9723)
O (2.1329, -0.1538, -2.2757)
C (0.4973, -0.5615, -0.6009)
C (0.4926, -0.2323, 0.8843)
C (-0.9543, -0.1304, 1.5795)
C (-1.2898, -1.2711, 2.5746)
N (-0.0370, 0.6547, -1.4388)
H (2.8068, -0.2099, -0.2335)
H (2.5586, -1.8001, -1.1667)
H (2.5129, -0.7254, -2.9461)
H (0.0910, -1.5554, -0.8133)
H (0.8405, -1.1775, 1.3824)
H (1.2309, 0.5178, 1.1784)
H (-1.0915, 0.7712, 2.1352)
H (-1.7850, -0.1085, 0.7988)
H (-0.4223, -1.3545, 3.2095)
H (-1.8825, -0.6871, 3.3544)
H (-1.6094, -2.2889, 2.1420)
H (0.0208, 1.4567, -0.8809)
H (-1.0351, 0.5627, -1.5865)
H (0.3218, 0.6390, -2.4525)
H (-2.4849, 2.7202, -1.4011)
H (-1.3891, 3.1844, -0.8536)
O (-1.6414, 2.5128, -1.6172)

Atom charges from the natural (NBO) analysis, given in e for atoms 1 to 6: -0.07 -0.77 -0.07 -0.47 -0.40 -0.64